*i*
Entry from OMol25: 2 unconnected molecules or ions with the total composition C3H9N2O3 (wB97M-V/def2-TZVPD).

Cartesian coordinates (Å):
H: 1.65280 2.32225 -3.03631
H: -0.11708 0.32996 2.08541
C: 1.16815 0.77895 -1.78613
H: -1.08024 -0.26218 -0.04710
H: -1.04899 -1.82665 0.30114
H: -0.23695 2.06283 -2.02351
H: -1.78103 -0.80389 3.66645
C: -1.75957 -0.93086 2.57380
H: 0.32179 -1.36261 2.34928
H: 0.40520 -0.95625 -0.02170
O: 0.02311 1.39395 -1.37957
O: 1.50216 -0.26738 -1.26942
N: 1.84955 1.37541 -2.77922
C: -0.42825 -0.70216 1.91329
H: 2.79097 1.05111 -2.96108
O: -2.73062 -1.24369 1.94769
N: -0.53101 -0.95880 0.46699

2S+1: 1
Charge: +1

Atom-resolved charges from natural (NBO), all expressed in e: H 0.404; H 0.256; C 0.898; H 0.452; H 0.447; H 0.503; H 0.157; C 0.420; H 0.256; H 0.488; O -0.706; O -0.668; N -0.816; C -0.342; H 0.433; O -0.486; N -0.697

*ii*
Entry from OMol25: 2 unconnected molecules or ions with the total composition C3H9N2O3 (wB97M-V/def2-TZVPD).

Cartesian coordinates (Å):
H: -1.88650 -0.07117 -1.28846
H: 1.38878 0.60919 1.84942
H: 2.85764 2.38655 -0.55799
N: 2.55632 1.77896 0.18475
H: -1.98442 -2.52679 -0.55367
C: -1.27841 -1.75408 -0.24408
H: 2.84457 2.03554 1.11302
N: -1.12200 -0.75356 -1.32438
O: 1.13774 0.65233 -1.15572
H: -0.31310 -2.21359 -0.02729
H: -1.89004 -1.63234 1.89966
O: 1.10703 0.20215 1.01702
C: -1.84957 -1.05203 0.96444
H: -1.09959 -1.18523 -2.24776
C: 1.58069 0.89322 -0.04330
O: -2.26180 0.06986 0.88688
H: -0.21502 -0.19188 -1.20887

2S+1: 1
Charge: +1

Atom-resolved charges from natural (NBO), all expressed in e: H 0.449; H 0.502; H 0.433; N -0.806; H 0.253; C -0.341; H 0.408; N -0.706; O -0.668; H 0.255; H 0.157; O -0.684; C 0.429; H 0.436; C 0.907; O -0.496; H 0.473

Least stable of them? *i*.

*i*
Entry from OMol25: C3H3N3O3 in the gas phase (wB97M-V/def2-TZVPD).

Cartesian coordinates (Å):
C: 0.81039 -1.00997 0.08176
O: -0.48642 -1.09401 -0.23097
N: -1.36846 0.02036 0.23452
C: -0.74988 1.18585 -0.31067
O: 1.47020 -1.99727 0.29785
H: -3.07298 -0.73162 0.13473
N: 2.53596 0.53221 0.46443
O: -2.55063 -0.18855 -0.45279
H: -1.39388 1.95951 -0.65046
N: 0.50717 1.35673 -0.36760
H: 2.95342 -0.38711 0.68071
C: 1.34511 0.35387 0.11848

2S+1: 1
SMILES: [H]/N=c1/ncn(O)oc1=O

Atom-resolved charges from natural (NBO), all expressed in e: C 0.692; O -0.387; N 0.092; C 0.266; O -0.523; H 0.489; N -0.492; O -0.520; H 0.206; N -0.414; H 0.366; C 0.226

*ii*
Entry from OMol25: C3H3N3O3 in the gas phase (wB97M-V/def2-TZVPD).

Cartesian coordinates (Å):
C: 0.78006 -0.26933 1.35974
H: -1.02044 1.17987 -1.11795
C: -0.20553 0.46429 -0.84118
N: -2.10169 -2.14868 0.63594
N: -1.06388 -1.26674 0.66872
H: -0.25306 -0.34747 -1.55761
C: 0.83926 0.71161 0.03074
O: -2.59649 -2.34168 -0.46034
O: -2.49543 -2.64197 1.65122
O: 1.74253 1.52416 0.14263
N: -0.19626 -1.06255 1.50504
H: 1.50297 -0.26999 2.17135

2S+1: 1

Atom-resolved charges from natural (NBO), all expressed in e: C -0.092; H 0.256; C -0.310; N 0.617; N -0.115; H 0.256; C 0.425; O -0.388; O -0.352; O -0.474; N -0.063; H 0.241

*iii*
Entry from OMol25: C3H3N3O3 in the gas phase (wB97M-V/def2-TZVPD).

Cartesian coordinates (Å):
H: 2.40414 0.79456 -0.10707
O: 0.84531 2.03911 -1.64588
C: 0.21479 -0.94352 1.16483
N: 1.40389 0.47978 -0.08173
C: -1.39403 0.03135 -0.51627
O: -2.34130 -0.14869 -1.22247
N: 1.17432 -0.05371 1.24144
O: -0.83903 1.16974 -0.48695
N: -0.76098 -1.07245 0.15943
H: 0.14261 -1.80384 1.90097
C: 0.57345 1.29755 -0.77979
H: -1.42317 -1.78991 0.37349

2S+1: 1
SMILES: O=C1NC=NNC(=O)O1

Atom-resolved charges from natural (NBO), all expressed in e: H 0.422; O -0.522; C 0.273; N -0.518; C 0.889; O -0.554; N -0.301; O -0.515; N -0.665; H 0.201; C 0.871; H 0.419

*iv*
Entry from OMol25: C3H3N3O3 in the gas phase (wB97M-V/def2-TZVPD).

Cartesian coordinates (Å):
C: 0.14574 -0.01672 0.03068
N: -2.42599 -0.11688 2.60912
H: 0.46658 0.94015 0.52811
C: -0.74998 -0.42764 1.12966
C: -2.01531 0.22967 1.43150
N: -0.51323 -1.16364 2.10510
H: -0.45674 0.21624 -0.77401
O: -1.93368 2.09572 0.14408
O: -3.87010 1.18947 0.38738
H: 1.02381 -0.65093 -0.20522
N: -2.68148 1.22216 0.53772
O: -1.49481 -0.94644 3.04268

2S+1: 1
SMILES: Cc1nonc1[N+](=O)[O-]

Atom-resolved charges from natural (NBO), all expressed in e: C -0.636; N -0.026; H 0.254; C 0.140; C 0.145; N -0.090; H 0.233; O -0.363; O -0.310; H 0.250; N 0.523; O -0.121

Least stable of them? *ii*.

*i*
Entry from OMol25: 9 unconnected molecules or ions with the total composition C6H30O9 (wB97M-V/def2-TZVPD).

Cartesian coordinates (Å):
C: -1.18684 -0.99471 1.08582
H: 1.27068 1.46645 4.27387
O: -5.20565 -3.03075 1.44256
H: -4.69497 -2.34091 -0.24248
C: 2.56198 0.19964 5.40720
H: -3.65104 -2.21255 -1.36341
H: 3.49957 0.67221 5.09001
C: 0.56514 3.06722 -3.77168
H: 0.17718 3.08150 -0.12191
O: 2.62675 2.01787 -4.45726
O: 1.87599 0.68816 -2.03530
H: 0.00067 2.19842 -3.43835
H: 0.20713 -2.08839 -0.09217
H: 2.00534 1.05747 -2.92723
H: 0.88695 2.01624 -5.60506
O: -4.43966 -1.79145 -1.00379
H: -1.38406 0.02608 1.43179
H: 0.22911 -1.09063 4.37810
C: 1.49665 0.39929 4.34343
H: -5.73046 -3.81917 1.61462
H: -0.14631 3.81646 -4.11664
H: 1.32282 2.10059 -0.32809
H: -0.86523 -1.48358 2.01053
O: -3.00567 0.29579 -2.49305
H: 2.22721 0.65937 6.33080
H: -2.13008 -1.40248 0.72411
H: -4.45004 -3.08925 2.03695
O: 0.25830 -0.20187 4.74156
H: 1.70420 3.56567 -5.53228
H: 2.17684 -4.33780 1.18948
H: 0.82669 -0.58512 0.39772
H: 1.79939 0.08316 3.34369
O: 1.95779 -3.50358 1.61672
H: 0.27800 -0.09777 -1.59922
O: 1.10379 2.93961 0.09680
H: 1.23422 -3.71905 2.21340
O: -0.52755 -0.39345 -1.14203
H: 3.03008 1.55027 -5.19456
C: -0.11031 -1.04085 0.04240
H: 2.82698 -0.85462 5.50952
C: 1.44673 2.68275 -4.93923
H: 1.16785 3.49427 -2.97250
H: -2.20738 0.02461 -2.01440
H: -3.71135 -0.22337 -2.08572
H: 2.68258 0.19825 -1.84474

2S+1: 1
SMILES: CCO.CCO.CCO.O.O.O.O.O.O

Atom-resolved charges from natural (NBO), all expressed in e: C -0.628; H 0.176; O -0.948; H 0.500; C -0.630; H 0.466; H 0.209; C -0.645; H 0.469; O -0.750; O -0.989; H 0.217; H 0.156; H 0.512; H 0.165; O -0.976; H 0.220; H 0.458; C -0.068; H 0.483; H 0.224; H 0.482; H 0.194; O -0.984; H 0.215; H 0.210; H 0.481; O -0.724; H 0.164; H 0.472; H 0.158; H 0.165; O -0.937; H 0.509; O -0.953; H 0.467; O -0.774; H 0.480; C -0.062; H 0.201; C -0.065; H 0.229; H 0.487; H 0.482; H 0.483

*ii*
Entry from OMol25: 9 unconnected molecules or ions with the total composition C6H30O9 (wB97M-V/def2-TZVPD).

Cartesian coordinates (Å):
O: -2.49840 1.12032 2.25462
H: -0.75336 -3.15389 -1.17015
H: -2.53630 1.12356 -1.32704
H: 3.00659 -1.28691 -1.74587
H: -2.25544 -2.10307 2.24868
H: -2.22624 0.19919 2.06660
H: 3.39362 -0.33969 -3.16027
C: 1.22380 -0.01648 0.52024
H: -2.03109 -1.65199 0.78819
O: 0.13657 3.31321 0.02271
H: -3.58730 0.62614 -2.35671
H: -3.26156 -2.45458 -1.10160
H: 4.12772 0.49977 -0.28140
H: 1.95188 0.78283 0.69868
C: 4.33343 0.38478 -1.34737
O: 0.86369 -2.34040 1.29808
H: 0.43299 -3.29292 -0.20196
H: 1.37170 0.61709 -2.90426
H: -1.70647 1.59428 2.58549
H: 0.14492 4.19862 -0.36818
H: 0.04805 2.83482 2.00005
H: -0.02734 -1.99566 1.52606
H: 0.61670 1.85089 3.09978
C: 0.84970 -0.15226 -0.96408
O: 0.09497 -3.58460 -1.07702
H: 2.56792 -1.71669 0.44327
H: 4.53344 1.38226 -1.73435
H: -0.15099 0.23952 -1.15780
C: 1.84857 0.51122 -1.92581
O: -1.73974 -1.48271 1.72246
H: 2.26430 -1.10229 2.09739
C: 3.17342 -0.26429 -2.09474
H: 2.03743 1.53609 -1.58534
O: -0.13187 2.40233 2.84288
H: -2.63026 1.93806 0.72546
H: 0.76004 -1.21338 -1.20808
H: 0.34295 0.23350 1.12095
C: 1.81856 -1.29352 1.11678
O: -2.48249 -1.95987 -0.82979
H: -2.50833 -1.09120 -1.31393
H: -1.59335 2.71300 -0.13124
H: 5.23870 -0.21507 -1.47417
O: -2.49041 2.32525 -0.17532
O: -2.71579 0.41708 -2.00846
H: 0.66683 2.75606 -0.56901

2S+1: 1
SMILES: CCCCCCO.O.O.O.O.O.O.O.O

Atom-resolved charges from natural (NBO), all expressed in e: O -1.008; H 0.476; H 0.515; H 0.207; H 0.490; H 0.498; H 0.206; C -0.449; H 0.520; O -0.967; H 0.480; H 0.487; H 0.196; H 0.196; C -0.604; O -0.776; H 0.490; H 0.214; H 0.501; H 0.496; H 0.504; H 0.501; H 0.485; C -0.436; O -0.989; H 0.178; H 0.200; H 0.206; C -0.384; O -0.994; H 0.162; C -0.405; H 0.158; O -0.967; H 0.512; H 0.239; H 0.211; C -0.052; O -1.010; H 0.521; H 0.490; H 0.212; O -1.010; O -0.999; H 0.499

Least stable of them? *i*.

*i*
Entry from OMol25: C6H8S in the gas phase (wB97M-V/def2-TZVPD).

Cartesian coordinates (Å):
C: 0.11147 -0.69345 1.64605
H: 0.00425 1.16304 -2.51940
C: -0.67609 0.96934 -1.71338
H: 0.96726 -1.15699 -1.62405
H: -0.71387 -1.09236 2.29595
H: -1.36707 0.47279 -2.29217
H: 0.78917 -0.53202 2.39631
C: -0.19638 0.28141 -0.51669
H: -1.17175 1.06979 1.19692
C: -0.26392 0.61077 0.95609
C: 0.72284 -1.51833 0.57018
H: 1.14270 -2.37113 0.82521
S: 1.09724 1.83452 0.86981
C: 0.64267 -0.88723 -0.62044
H: -1.08853 1.84985 -1.47039

2S+1: 1

Atom-resolved charges from natural (NBO), all expressed in e: C -0.473; H 0.243; C -0.689; H 0.224; H 0.232; H 0.241; H 0.246; C 0.263; H 0.223; C -0.375; C -0.028; H 0.199; S -0.252; C -0.290; H 0.237

*ii*
Entry from OMol25: C6H8S in the gas phase (wB97M-V/def2-TZVPD).

Cartesian coordinates (Å):
H: 1.00760 -0.17760 0.73405
S: 0.54994 -0.98045 -1.99608
C: 0.15166 1.69159 0.82731
H: -0.44579 2.37486 0.19111
C: -1.24963 -1.74655 1.27093
C: 0.02621 0.17209 -1.09394
C: 0.01236 0.25914 0.41254
H: -0.43378 -2.43095 1.19366
H: -2.13178 0.14957 1.17033
H: 1.69765 1.46741 2.28886
C: -1.24745 -0.43773 1.02447
H: -0.35992 1.02431 -1.58588
C: 1.10657 2.09866 1.64139
H: 1.28197 3.18048 1.74034
H: -2.21333 -2.12409 1.70865

2S+1: 1
SMILES: C=CC(C=C)C=S

Atom-resolved charges from natural (NBO), all expressed in e: H 0.235; S 0.116; C -0.166; H 0.196; C -0.372; C -0.259; C -0.399; H 0.208; H 0.207; H 0.201; C -0.168; H 0.179; C -0.379; H 0.202; H 0.199

*iii*
Entry from OMol25: C6H8S in the gas phase (wB97M-V/def2-TZVPD).

Cartesian coordinates (Å):
H: -0.37761 2.19372 -0.24458
H: -1.88105 -1.35995 0.27222
C: -2.25537 1.32799 0.02734
H: 0.79997 -2.52674 -0.56562
H: 3.88929 0.83148 0.78910
H: -2.56112 2.40576 -0.08314
S: 1.64912 -0.11708 0.26900
H: -0.63737 -3.47674 0.04406
C: -0.72287 -1.27549 0.15689
C: 3.30261 0.91295 -0.15504
C: -0.14733 -2.48532 -0.10207
H: 3.13459 1.76112 -0.80818
C: -0.23274 -0.03049 0.16651
C: -0.92690 1.19935 0.03581
H: -3.03323 0.63945 0.19771

2S+1: 1

Atom-resolved charges from natural (NBO), all expressed in e: H 0.230; H 0.225; C -0.360; H 0.199; H 0.207; H 0.198; S 0.090; H 0.202; C -0.299; C -0.413; C -0.321; H 0.184; C -0.083; C -0.257; H 0.198

Least stable of them? *iii*.

*i*
Entry from OMol25: 2 unconnected molecules or ions with the total composition C2H2FNO2 (wB97M-V/def2-TZVPD).

Cartesian coordinates (Å):
O: -3.08802 -0.05740 -0.56559
N: -1.94560 -0.36037 -0.69841
H: 1.62752 0.68266 1.72361
C: 1.59492 0.90142 0.66899
O: 3.80366 1.67789 -0.10719
C: 2.74327 1.25275 0.20728
H: -1.68529 -1.18227 -0.12419
F: 0.64107 0.20582 -0.05493

2S+1: 1
SMILES: O=C=CF.N=O

Atom-resolved charges from natural (NBO), all expressed in e: O -0.244; N 0.002; H 0.215; C -0.107; O -0.418; C 0.628; H 0.244; F -0.319

*ii*
Entry from OMol25: 2 unconnected molecules or ions with the total composition C2H2FNO2 (wB97M-V/def2-TZVPD).

Cartesian coordinates (Å):
N: -0.22150 -1.95616 -0.01775
H: -1.21783 1.51307 0.49048
H: 0.08743 2.62056 -0.02747
C: -0.19871 1.58281 0.01825
O: -1.35930 -1.94251 0.34485
F: 1.80589 0.44818 -0.26821
C: 0.53013 0.47642 -0.14944
O: 0.57389 -2.74237 -0.39071

2S+1: 1

Atom-resolved charges from natural (NBO), all expressed in e: N 0.540; H 0.235; H 0.233; C -0.634; O -0.277; F -0.302; C 0.462; O -0.258

Least stable of them? *ii*.

*i*
Entry from OMol25: C7H10O in the gas phase (wB97M-V/def2-TZVPD).

Cartesian coordinates (Å):
C: 0.46650 -0.88951 1.26238
H: 1.31325 -0.66398 2.10755
H: 0.95931 0.96072 -1.63018
C: 0.50236 -0.30733 -0.31973
C: -0.93827 0.15430 -0.53786
C: -0.81760 1.40061 0.31078
C: -2.10751 -0.61356 -0.60896
H: -1.40998 2.18007 -0.09746
H: 2.74197 -0.82027 -0.16200
H: -2.08363 -1.42104 -1.23134
H: 0.40999 -2.00589 1.05849
C: 1.20936 0.86232 -0.49633
O: 0.47232 1.86976 0.29935
H: 2.18488 -0.48606 -1.76298
H: -3.26449 -0.28223 -0.65774
H: -0.36285 -0.66790 1.97980
C: 2.11756 -0.32291 -0.73929
H: -1.39316 1.05289 1.22551

2S+1: 1
SMILES: C=C1CO[C@H]2C[C@]12C

Atom-resolved charges from natural (NBO), all expressed in e: C -0.666; H 0.218; H 0.162; C -0.119; C 0.033; C -0.137; C -0.408; H 0.196; H 0.208; H 0.190; H 0.217; C 0.035; O -0.493; H 0.212; H 0.205; H 0.219; C -0.268; H 0.196

*ii*
Entry from OMol25: a molecular structure, C7H10O (wB97M-V/def2-TZVPD).

Cartesian coordinates (Å):
C: 0.66189 -0.58059 0.89641
H: 0.20598 -1.97514 -1.04783
H: -1.88954 -0.92056 0.90732
C: -0.12456 -1.79479 0.00871
H: 0.11926 -0.09478 -0.98740
C: -1.49615 -1.01613 -0.22851
H: -0.00206 -2.81955 0.59458
C: 1.13687 0.97512 0.53111
H: 1.19550 1.37605 -1.85099
H: -2.17123 -1.59358 -1.01464
C: -0.20249 0.52549 0.82841
H: -0.99563 1.08548 1.54651
O: -0.68851 1.74680 -1.03367
C: -0.68988 0.40139 -0.55107
C: 0.78836 1.72225 -0.84029
H: 2.11244 1.14213 1.10026
H: 0.93282 2.87700 -0.72495
H: 1.10694 -1.05660 1.86602

2S+1: 1

Atom-resolved charges from natural (NBO), all expressed in e: C -0.204; H 0.201; H 0.213; C -0.433; H 0.167; C -0.418; H 0.233; C -0.248; H 0.198; H 0.234; C -0.307; H 0.219; O -0.503; C 0.071; C -0.119; H 0.255; H 0.211; H 0.230

*iii*
Entry from OMol25: C7H10O in the gas phase (wB97M-V/def2-TZVPD).

Cartesian coordinates (Å):
H: 0.17262 0.24171 2.04938
H: -2.63134 0.47050 0.05373
H: -1.43771 -2.14643 -0.49882
H: 3.02961 0.10323 0.15379
H: -1.05123 2.19185 0.07053
H: 0.10612 -0.61498 -0.90183
H: 1.55255 2.09640 0.23191
H: -1.91975 0.15202 -1.47403
C: -0.59342 1.16320 -0.01727
H: 2.33663 -0.15547 -1.41010
C: 2.08395 -0.05225 -0.36809
H: -1.68665 -1.54916 1.11739
C: 0.18188 -0.88639 0.08713
O: 1.53006 -1.32588 0.15403
C: 0.18293 0.35984 0.98265
C: 1.06314 1.10864 0.00593
C: -1.67991 0.11402 -0.39664
C: -1.23944 -1.27085 0.16031

2S+1: 1
SMILES: C1C[C@@H]2OC[C@H]3[C@@H]1[C@H]32

Atom-resolved charges from natural (NBO), all expressed in e: H 0.229; H 0.223; H 0.216; H 0.198; H 0.224; H 0.149; H 0.222; H 0.207; C -0.203; H 0.178; C -0.090; H 0.204; C 0.091; O -0.509; C -0.285; C -0.236; C -0.412; C -0.407

*iv*
Entry from OMol25: C7H10O in the gas phase (wB97M-V/def2-TZVPD).

Cartesian coordinates (Å):
H: -0.25973 -2.31572 -1.03300
C: 1.19546 1.33106 -0.20629
H: -1.11329 0.86060 -0.16166
H: -0.79778 0.80925 2.23424
C: 1.16248 0.75390 1.09150
C: -0.64440 -1.30891 -0.71554
H: -0.82316 -2.07930 1.43275
H: 2.12563 0.38434 1.65995
C: -0.14038 -0.20109 -1.75729
H: 2.09082 1.87774 -0.82391
H: -1.00429 -0.53745 -2.52378
H: -0.28629 2.22932 -1.53683
C: -0.09657 0.08328 1.69437
C: -0.77609 -1.10806 0.89185
O: -1.81393 -0.94702 -0.13467
C: -0.15623 1.17760 -0.90357
H: 0.87760 -0.65524 -1.87063
H: 0.46015 -0.35430 2.66252

2S+1: 1
SMILES: C1=CC[C@H]2O[C@H]2CC1

Atom-resolved charges from natural (NBO), all expressed in e: H 0.185; C -0.198; H 0.262; H 0.242; C -0.207; C 0.095; H 0.201; H 0.207; C -0.450; H 0.238; H 0.239; H 0.223; C -0.515; C 0.024; O -0.500; C -0.499; H 0.220; H 0.233

Least stable of them? *i*.